[1]
Computed, not measured: a 2-piece molecular cluster, C7H17N overall, with ωB97M-V/def2-TZVPD.

Computed properties:
SMILES: C/C=N/C(C)C.CC
HOMO in eV: -7.7
Energy above the lowest of the compared OMol25 structures with the same formula, charge and spin in kcal/mol: 97.5
Frontier orbital gap in eV: 8.2434
Lowest unoccupied orbital energy in eV: 0.51

Structure (XYZ):
```
25
Properties=species:S:1:pos:R:3:mulliken_charge:R:1
C -0.67066 1.82383 0.03053 -1.255
C 0.21374 0.79707 -0.58959 0.271
N 0.38675 -0.39959 -0.09928 -0.339
C 1.84121 -0.08135 0.30731 0.200
C 2.76204 -0.82389 -0.73661 -1.225
C 2.57100 1.28649 0.52523 -1.381
H -0.22113 2.81534 0.14109 0.379
H -1.67129 1.93207 -0.38858 0.339
H -0.71560 1.44689 1.05880 0.333
H 0.67654 1.03993 -1.57168 0.300
H 1.99428 -0.55311 1.28571 0.247
H 3.82257 -0.79194 -0.46612 0.398
H 2.55305 -1.89258 -0.80940 0.319
H 2.45559 -0.34606 -1.66759 0.264
H 2.69385 1.82258 -0.41931 0.349
H 2.02118 1.89397 1.24717 0.355
H 3.55385 1.06725 0.93053 0.448
C -3.33004 -1.02808 -0.42249 -0.625
C -2.78610 -1.77642 0.74186 -0.760
H -4.26580 -0.49144 -0.23832 0.296
H -3.44557 -1.56946 -1.36823 0.289
H -2.63338 -0.23972 -0.74216 0.023
H -2.01303 -2.46441 0.38608 0.239
H -2.28181 -1.16343 1.49859 0.215
H -3.51123 -2.30393 1.36647 0.319
```

[2]
Computed, not measured: an isolated ion of composition C7H17N3P and charge +1, with ωB97M-V/def2-TZVPD.

Computed properties:
Charge: +1
SMILES: CC=[P@@]1(C)CN2CNC[N@@H+]1C2
HOMO in eV: -11.9
Energy above the lowest of the compared OMol25 structures with the same formula, charge and spin in kcal/mol: 44.8
Frontier orbital gap in eV: 8.6575
Lowest unoccupied orbital energy in eV: -3.21

Structure (XYZ):
```
28
Properties=species:S:1:pos:R:3:mulliken_charge:R:1
C -3.48733 -0.88451 -0.25499 -1.118
C -2.14964 -0.97320 0.42012 -0.526
P -0.79495 0.09273 0.18752 1.282
C -1.52691 1.75499 -0.11628 -1.120
C 0.36735 0.19405 1.67789 -0.785
N 1.68404 0.38216 1.15648 0.068
C 2.39768 -0.85683 0.78495 -0.598
N 1.64298 -1.48043 -0.22719 -0.164
C 1.53404 -0.62496 -1.43563 -0.775
N 0.83448 0.60144 -1.06828 -0.387
C 1.70831 1.24575 0.02601 -0.609
H -4.12218 -1.39330 0.52139 0.305
H -3.22227 -1.40766 -1.14266 0.316
H -3.85886 0.17146 -0.35986 0.338
H -2.01932 -2.02271 0.68400 0.326
H -2.50512 1.60439 -0.38318 0.341
H -1.03726 2.08368 -1.07035 0.327
H -1.33642 2.51116 0.61843 0.334
H 0.21608 -0.75703 2.14534 0.393
H -0.02069 0.93332 2.51035 0.308
H 3.46119 -0.67624 0.54390 0.330
H 2.47029 -1.51094 1.67026 0.358
H 1.94864 -2.37230 -0.51255 0.274
H 0.84246 -1.15587 -2.10392 0.375
H 2.41252 -0.37732 -2.09884 0.335
H 0.54790 1.17870 -1.92549 0.360
H 2.68090 1.49115 -0.44080 0.389
H 1.33208 2.24829 0.19336 0.321
```

[3]
Computed, not measured: an isolated ion of composition C7H17N5O2 and charge +2, with ωB97M-V/def2-TZVPD.

Computed properties:
Charge: +2
SMILES: NC[C@H](O)/C(N[N+]#CCCO)=C(/N)[NH3+]
HOMO in eV: -15.7
Energy above the lowest of the compared OMol25 structures with the same formula, charge and spin in kcal/mol: 14.0
Frontier orbital gap in eV: 9.0466
Lowest unoccupied orbital energy in eV: -6.66

Structure (XYZ):
```
31
Properties=species:S:1:pos:R:3:mulliken_charge:R:1
N 2.66019 2.19805 -0.30423 -0.624
C 3.12135 0.88916 0.09399 -0.910
C 1.97111 -0.02581 0.60476 0.346
O 2.41970 -1.25835 0.97737 -0.630
C 0.78027 -0.13718 -0.39457 -0.666
N 0.36674 1.11664 -0.90036 -0.250
N -0.79731 1.49251 -0.41006 0.193
C -1.97379 1.45860 -0.35743 0.396
C -3.19935 1.33444 0.23966 -0.376
C -3.04108 0.07348 1.12809 -0.552
O -2.42370 -0.95639 0.26119 -0.457
C 0.07764 -1.23623 -0.69197 0.261
N -0.91132 -1.42895 -1.56380 -0.362
N 0.34422 -2.42299 0.10670 -0.192
H 2.87640 2.58670 -1.20324 0.281
H 2.43682 2.88065 0.44878 0.273
H 3.81665 1.00949 0.93142 0.407
H 3.62585 0.45663 -0.79937 0.459
H 1.60275 0.54649 1.51171 0.197
H 3.29191 -1.55637 0.54901 0.402
H 1.19189 1.80315 -0.80389 0.620
H -3.92424 1.15800 -0.51922 0.273
H -3.36333 2.20388 0.86587 0.320
H -4.05881 -0.28219 1.52856 0.334
H -2.29946 0.15731 2.01812 0.298
H -3.14634 -1.30243 -0.26984 0.319
H -1.71926 -2.03425 -1.58437 0.233
H -1.01645 -0.86767 -2.41008 0.247
H 0.70843 -3.31742 -0.45786 0.425
H -0.54776 -2.52550 0.69478 0.408
H 1.13030 -2.01347 0.71027 0.325
```

[4]
Computed, not measured: a 2-piece molecular cluster, C7H17N7 overall, with ωB97M-V/def2-TZVPD.

Computed properties:
Charge: +2
HOMO in eV: -14.9
Energy above the lowest of the compared OMol25 structures with the same formula, charge and spin in kcal/mol: 0.0
Frontier orbital gap in eV: 7.8818
Lowest unoccupied orbital energy in eV: -7.04

Structure (XYZ):
```
31
Properties=species:S:1:pos:R:3:mulliken_charge:R:1
C -1.41320 3.30700 -2.22066 -0.796
C -1.51481 1.87767 -2.10642 0.320
C -0.83779 4.00662 -1.18622 -0.097
C 0.06803 1.93211 -0.33237 0.006
C -1.19310 -1.07190 1.51624 -1.136
C -0.32881 -2.85851 0.21980 -0.691
C 1.06322 -2.84331 0.41568 0.434
N -0.88780 1.25128 -1.21158 0.200
N -0.08649 3.37992 -0.27159 -0.109
N 1.81505 -3.88849 0.06934 -0.382
N 1.57555 -1.65186 0.77235 -0.168
N 0.80549 1.18645 0.42692 0.141
N 1.85020 1.67486 1.10698 -0.956
N -0.82989 -1.53629 0.14054 -0.533
H -1.86938 3.80963 -3.16328 0.336
H -2.12546 1.30637 -2.69917 0.514
H -0.91985 5.01585 -1.09983 0.513
H -2.11202 -1.46296 1.80643 0.439
H -0.50298 -1.33433 2.28546 0.448
H -1.27067 0.04904 1.44713 0.342
H -0.53833 -3.53110 -0.67533 0.418
H -0.79866 -3.57448 1.04995 0.382
H 1.36211 -4.71303 0.18353 0.264
H 2.84092 -3.94106 0.30841 0.279
H 2.54336 -1.71610 0.67902 0.243
H 1.04292 -0.72454 0.70391 0.390
H 2.36825 2.56905 0.88033 0.250
H 0.32593 3.78609 0.53711 0.269
H 2.35889 0.97651 1.53948 0.159
H -1.72943 -1.61119 -0.33599 0.345
H -1.06123 0.33069 -0.78617 0.173
```

[5]
Computed, not measured: C7H17NO as an isolated structure, with ωB97M-V/def2-TZVPD.

Computed properties:
HOMO in eV: -8.3
Energy above the lowest of the compared OMol25 structures with the same formula, charge and spin in kcal/mol: 141.9
Frontier orbital gap in eV: 9.0783
Lowest unoccupied orbital energy in eV: 0.81

Structure (XYZ):
```
26
Properties=species:S:1:pos:R:3:mulliken_charge:R:1
C 1.27500 0.68409 -1.34760 -0.466
C 1.90763 -0.49318 -1.75956 -0.738
C 2.24216 1.74894 0.88978 -0.962
C 0.77833 -1.29437 1.98955 -1.015
C 0.37282 0.21885 1.33215 0.250
O -0.74571 0.46156 1.63950 -0.454
N 1.14384 0.97126 0.29685 0.153
H 1.75857 1.61618 -1.59275 0.413
H 0.27111 0.85473 -1.87005 0.256
H 2.13020 -1.23193 -0.94077 0.098
H 2.98332 -0.58680 -1.73435 0.326
H 2.93180 1.91961 0.12184 0.417
H 0.72784 -1.06650 3.10371 0.308
H 1.60264 -0.94257 -2.75167 0.272
H 1.48942 2.69098 1.50609 0.194
H 2.58366 1.23510 1.77625 0.299
H -0.15029 -2.00630 1.88693 0.281
H 1.62261 -1.61967 1.53656 0.374
C -2.59176 -0.80684 -1.50335 -0.667
C -4.03872 -1.03778 -1.08680 -0.839
H -2.03518 -1.68708 -1.36782 0.325
H -2.45357 -0.51521 -2.52302 0.358
H -2.07499 -0.13753 -0.74398 0.062
H -4.78587 -0.23561 -1.45298 0.258
H -3.99984 -0.79885 0.01457 0.227
H -4.31540 -2.09807 -1.24756 0.268
```

[6]
Computed, not measured: a 2-piece molecular cluster, C7H17NO overall, with ωB97M-V/def2-TZVPD.

Computed properties:
SMILES: CCN(C)C(C)=O.CC
HOMO in eV: -9.1
Energy above the lowest of the compared OMol25 structures with the same formula, charge and spin in kcal/mol: 20.5
Frontier orbital gap in eV: 9.9671
Lowest unoccupied orbital energy in eV: 0.84

Structure (XYZ):
```
26
Properties=species:S:1:pos:R:3:mulliken_charge:R:1
C -2.49988 -1.78664 -0.25492 -1.048
C -1.34534 -1.76102 -1.29362 -0.413
N -0.46227 -0.63513 -1.08977 0.078
C -1.08648 0.65522 -1.38170 -1.086
C 0.87106 -0.63190 -0.74786 0.872
C 1.39482 -1.92742 -0.17451 -1.262
O 1.49812 0.41106 -0.74376 -0.631
H -3.45085 -1.43428 -0.66008 0.285
H -2.23064 -1.15460 0.57956 0.304
H -2.68311 -2.79959 0.06735 0.372
H -0.80682 -2.69104 -1.14506 0.148
H -1.73173 -1.73436 -2.31893 0.390
H -0.36775 1.36868 -1.77552 0.363
H -1.86676 0.52383 -2.13718 0.352
H -1.46594 1.07392 -0.45474 0.261
H 1.01721 -2.79258 -0.72116 0.392
H 2.47575 -1.99793 -0.12507 0.343
H 0.98195 -2.00784 0.83662 0.278
C 0.19263 2.67252 2.91335 -0.772
C 1.56166 2.64876 2.23559 -0.755
H 0.15386 1.87894 3.65556 0.250
H 0.02988 3.63276 3.39416 0.294
H -0.67827 2.53834 2.25601 0.219
H 1.58243 3.06470 1.22769 0.240
H 1.96146 1.63908 2.11704 0.215
H 2.25683 3.21399 2.85644 0.311
```

[7]
Computed, not measured: a 3-piece molecular cluster, C7H17NO overall, with ωB97M-V/def2-TZVPD.

Computed properties:
HOMO in eV: -9.9
Energy above the lowest of the compared OMol25 structures with the same formula, charge and spin in kcal/mol: 175.5
Frontier orbital gap in eV: 9.1542
Lowest unoccupied orbital energy in eV: -0.72

Structure (XYZ):
```
26
Properties=species:S:1:pos:R:3:mulliken_charge:R:1
C 1.55251 2.49456 -0.17255 -0.771
C 1.44543 1.23974 0.59313 -0.624
C 1.48865 -0.07760 -0.28801 -0.580
C 1.43769 -1.24515 0.68556 -0.671
C 1.63284 -2.50565 -0.15667 -0.897
C -2.82011 -0.16597 0.24320 0.484
C -3.22931 1.04358 -0.47103 -0.705
H 2.40897 2.54240 -1.07198 0.243
H 0.41588 2.47782 -0.51244 0.093
H 1.81379 3.30118 0.62346 0.271
H 0.67261 1.06024 1.44640 0.300
H 2.24626 1.07257 1.40189 0.327
H 0.65567 -0.19614 -1.01847 0.271
H 2.34854 -0.10177 -0.85713 0.474
H 0.51328 -1.12068 1.23068 0.330
H 2.19875 -1.03390 1.30076 0.491
H 2.84483 -2.46520 -0.31645 0.247
H 1.09800 -3.61877 0.18728 0.258
H 1.31615 -2.24567 -1.33984 0.229
H -2.22953 -2.01913 0.29658 0.368
H -2.00285 -1.14794 -1.27092 0.322
H -4.10922 0.87391 -1.33805 0.252
H -2.37177 1.65833 -0.76254 0.213
H -3.80396 1.46468 0.35604 0.289
N -3.09326 -1.36165 -0.19614 -0.628
O -2.42984 0.07622 1.40724 -0.586
```

[8]
Computed, not measured: a 2-piece molecular cluster, C7H17NO overall, with ωB97M-V/def2-TZVPD.

Computed properties:
SMILES: CC(N)=O.CCCCC
HOMO in eV: -8.6
Energy above the lowest of the compared OMol25 structures with the same formula, charge and spin in kcal/mol: 92.6
Frontier orbital gap in eV: 9.1859
Lowest unoccupied orbital energy in eV: 0.57

Structure (XYZ):
```
26
Properties=species:S:1:pos:R:3:mulliken_charge:R:1
C -3.55192 -1.41440 -0.50014 -0.967
C -2.76714 -0.25581 0.08406 0.734
N -3.48666 0.38770 1.02577 -0.518
O -1.69311 0.10888 -0.35304 -0.504
H -3.63598 -1.30566 -1.62300 0.250
H -4.61285 -1.45611 -0.06964 0.314
H -2.96946 -2.43458 -0.31816 0.223
H -3.19527 1.49108 1.25005 0.287
H -4.52298 0.43862 1.22325 0.278
C 4.19931 -0.63771 0.06487 -1.173
C 2.73115 -0.60831 0.50363 -0.333
C 1.89297 0.45597 -0.19425 -0.598
C 0.41251 0.45470 0.14861 -0.224
C -0.34768 1.53599 -0.58093 -1.182
H 4.27423 -0.79206 -1.02539 0.304
H 4.68992 0.29836 0.33572 0.303
H 4.81918 -1.43723 0.59806 0.326
H 2.67965 -0.51170 1.57250 0.347
H 2.31038 -1.62314 0.29726 0.269
H 2.28779 1.43601 -0.01484 0.378
H 1.98476 0.23553 -1.27561 0.282
H 0.28468 0.65791 1.22786 0.153
H -0.03785 -0.49484 -0.05418 0.280
H -0.47712 1.30006 -1.65704 0.211
H -1.37947 1.63001 -0.17390 0.143
H 0.11097 2.54072 -0.49150 0.416
```